Entry from OMol25: a 2-piece molecular cluster, CH3F2PS overall in a non-equilibrium geometry (wB97M-V/def2-TZVPD).

```
! wB97M-V def2-TZVPD RIJCOSX def2/J DEFGRID3
* xyz 0 1
H -1.893 1.506 -1.222
P -0.311 -1.345 1.615
F 0.276 1.785 -0.248
C 0.188 0.513 -0.651
S -1.125 0.506 -1.826
H 0.627 -2.178 1.141
F 1.424 0.164 -1.044
H 0.813 -0.953 2.236
*
```

Results
energy above the lowest of the compared OMol25 structures with the same formula, charge and spin = 129.4 kcal/mol
E_tot = -979.0260 Eh
lowest unoccupied orbital energy (alpha / beta) = -0.7 / -1.0 eV
E_HOMO (alpha / beta) = -0.3221 / -0.3259 hartree
Kohn-Sham gap (alpha / beta) = 8.06 / 7.82 eV
molecular weight = 116.07 g mol⁻¹

Taken from the Löwdin analysis, the atomic charges in e are: atom 1 (H): -0.07, atom 2 (P): 0.68, atom 3 (F): -0.03, atom 4 (C): -0.84, atom 5 (S): 0.77, atom 6 (H): -0.26, atom 7 (F): 0.01, atom 8 (H): -0.26